This record from OMol25 describes a cluster of 12 separate species, C32H82F6O16P in total in a non-equilibrium geometry. The level of theory is wB97M-V/def2-TZVPD.

Calculated values
Spin multiplicity ... 1
Lowest unoccupied orbital energy ... 2.158 eV
Net charge ... -1

Atoms and positions in Å:
P (-10.751, 3.447, -16.575)
F (-10.106, 4.926, -16.798)
F (-12.050, 3.791, -17.557)
F (-9.907, 2.780, -17.778)
F (-11.361, 1.974, -16.235)
F (-9.487, 3.243, -15.534)
F (-11.685, 3.945, -15.341)
C (-10.295, 10.316, -14.803)
C (-10.529, 9.215, -15.763)
C (-10.729, 7.997, -14.840)
O (-10.132, 8.393, -13.573)
C (-9.429, 9.628, -13.765)
H (-11.232, 10.639, -14.348)
H (-9.784, 11.163, -15.262)
H (-9.607, 9.153, -16.341)
H (-11.382, 9.356, -16.427)
H (-10.290, 7.068, -15.203)
H (-11.800, 7.833, -14.717)
H (-8.387, 9.466, -14.040)
H (-9.325, 10.141, -12.809)
C (-10.485, 8.725, -19.812)
C (-10.978, 8.035, -21.017)
C (-9.792, 7.360, -21.538)
O (-9.042, 6.989, -20.345)
C (-9.549, 7.671, -19.225)
H (-11.254, 9.041, -19.106)
H (-9.884, 9.581, -20.119)
H (-11.336, 8.747, -21.760)
H (-11.761, 7.330, -20.740)
H (-9.245, 8.071, -22.157)
H (-9.912, 6.455, -22.133)
H (-8.741, 8.181, -18.700)
H (-10.146, 7.079, -18.531)
C (-10.486, 1.495, -13.346)
O (-11.778, 1.780, -13.680)
H (-9.991, 2.449, -13.166)
H (-10.407, 0.938, -12.413)
H (-9.951, 0.929, -14.109)
H (-11.785, 2.170, -14.557)
C (-7.563, 0.933, -16.296)
O (-7.034, -0.297, -16.760)
H (-7.129, 1.196, -15.331)
H (-7.280, 1.789, -16.908)
H (-8.652, 0.899, -16.246)
H (-6.091, -0.236, -16.591)
C (-14.469, 2.426, -15.271)
O (-14.608, 2.989, -13.949)
H (-13.883, 1.519, -15.420)
H (-15.451, 2.138, -15.647)
H (-14.181, 3.203, -15.980)
H (-15.114, 3.798, -14.047)
C (-11.936, 4.976, -12.153)
O (-12.968, 4.065, -11.864)
H (-11.318, 4.684, -13.002)
H (-12.335, 5.972, -12.343)
H (-11.270, 5.099, -11.299)
H (-13.417, 4.446, -11.106)
C (-14.186, 6.356, -15.003)
O (-14.825, 5.854, -13.857)
C (-16.137, 6.426, -13.536)
C (-17.170, 5.884, -14.488)
O (-17.125, 4.443, -14.381)
C (-17.886, 3.809, -15.386)
H (-14.760, 6.101, -15.893)
H (-13.269, 5.837, -15.281)
H (-13.915, 7.406, -14.888)
H (-16.078, 7.509, -13.647)
H (-16.428, 6.199, -12.510)
H (-16.921, 6.195, -15.503)
H (-18.159, 6.250, -14.211)
H (-17.418, 3.892, -16.367)
H (-18.902, 4.202, -15.410)
H (-17.919, 2.760, -15.090)
C (-11.638, -1.365, -14.983)
O (-13.051, -1.269, -15.131)
C (-13.445, -1.364, -16.515)
C (-14.977, -1.503, -16.589)
O (-15.642, -0.321, -16.046)
C (-17.029, -0.353, -16.181)
H (-11.226, -2.265, -15.439)
H (-11.335, -1.451, -13.939)
H (-11.036, -0.542, -15.367)
H (-13.023, -2.331, -16.791)
H (-13.011, -0.637, -17.202)
H (-15.262, -2.474, -16.185)
H (-15.341, -1.548, -17.616)
H (-17.452, -1.146, -15.564)
H (-17.210, -0.353, -17.255)
H (-17.408, 0.614, -15.850)
C (-8.750, 3.752, -20.722)
O (-8.633, 3.629, -22.130)
C (-9.846, 3.398, -22.845)
C (-10.463, 1.993, -22.635)
O (-9.650, 0.958, -23.159)
C (-8.696, 0.453, -22.219)
H (-8.798, 2.777, -20.236)
H (-9.590, 4.379, -20.420)
H (-7.854, 4.217, -20.311)
H (-9.686, 3.528, -23.915)
H (-10.604, 4.169, -22.704)
H (-11.457, 1.974, -23.082)
H (-10.609, 1.913, -21.558)
H (-9.283, -0.041, -21.445)
H (-8.029, 1.181, -21.758)
H (-8.082, -0.267, -22.759)
C (-6.974, 5.063, -16.707)
O (-5.737, 5.355, -16.186)
C (-5.783, 6.283, -15.163)
C (-6.374, 7.687, -15.493)
O (-5.589, 8.307, -16.459)
C (-5.766, 9.739, -16.589)
H (-6.849, 4.207, -17.371)
H (-7.367, 5.912, -17.267)
H (-7.546, 4.806, -15.815)
H (-4.754, 6.441, -14.838)
H (-6.249, 5.840, -14.282)
H (-6.409, 8.223, -14.544)
H (-7.428, 7.583, -15.748)
H (-5.540, 10.207, -15.631)
H (-6.757, 10.043, -16.928)
H (-5.018, 10.072, -17.309)
C (-13.564, 4.525, -23.069)
O (-13.229, 3.411, -22.218)
C (-13.088, 3.661, -20.829)
C (-14.423, 3.656, -19.973)
O (-15.008, 2.377, -19.934)
C (-14.446, 1.416, -19.115)
H (-12.876, 5.354, -22.896)
H (-14.515, 5.016, -22.865)
H (-13.392, 4.344, -24.130)
H (-12.445, 4.527, -20.670)
H (-12.407, 2.903, -20.443)
H (-15.156, 4.285, -20.479)
H (-14.276, 4.067, -18.974)
H (-14.470, 1.680, -18.058)
H (-13.395, 1.207, -19.315)
H (-14.973, 0.470, -19.246)

This record from OMol25 describes an isolated molecule of C2H7N3O2 in a non-equilibrium geometry. The level of theory is wB97M-V/def2-TZVPD.

Calculated values
Spin multiplicity ... 1
Lowest unoccupied orbital energy ... 0.674 eV
Energy above the lowest of the compared OMol25 structures with the same formula, charge and spin ... 54.4 kcal per mole
Structure (SMILES) ... CN(N)NC(=O)O

Atoms and positions in Å:
C (-0.344, 0.421, -1.498)
N (-0.315, 0.421, 0.018)
N (-1.559, 0.742, 0.553)
N (0.186, -0.805, 0.474)
C (1.523, -0.878, 0.838)
O (2.041, -1.938, 1.057)
O (2.080, 0.305, 1.120)
H (0.642, 0.248, -1.923)
H (-1.055, -0.327, -1.870)
H (-0.697, 1.408, -1.785)
H (-2.258, 0.004, 0.450)
H (-1.460, 1.060, 1.510)
H (-0.277, -1.679, 0.242)
H (1.493, 1.018, 0.813)

This record from OMol25 describes a structure of composition C7H12N4NiO3S in a non-equilibrium geometry. The level of theory is wB97M-V/def2-TZVPD.

Calculated values
Spin multiplicity ... 3
Lowest unoccupied orbital energy (alpha / beta) ... -6.653 / -8.667 eV
Net charge ... +2

Atoms and positions in Å:
Ni (0.301, 0.921, 1.043)
O (-0.572, 0.355, -1.190)
C (-0.720, -0.787, -1.683)
O (0.552, -1.014, 1.007)
C (0.454, -1.930, 0.168)
O (1.054, -3.099, 0.373)
N (-0.276, -1.944, -1.007)
C (0.481, -4.085, -0.555)
C (-0.244, -3.304, -1.604)
H (-0.204, -4.695, 0.034)
H (1.292, -4.709, -0.938)
H (-1.243, -3.701, -1.802)
H (0.338, -3.297, -2.529)
C (-1.313, -1.017, -2.989)
C (-1.486, -0.040, -3.888)
H (-1.620, -2.045, -3.221)
H (-1.037, 0.941, -3.756)
H (-2.062, -0.224, -4.795)
N (-0.077, 2.886, 1.095)
N (0.514, 3.640, 2.233)
C (1.001, 2.941, 3.287)
N (1.289, 3.739, 4.354)
S (1.221, 1.266, 3.135)
H (-1.087, 3.114, 1.101)
H (0.286, 3.349, 0.245)
H (0.180, 4.598, 2.395)
H (1.759, 3.393, 5.186)
H (1.219, 4.748, 4.302)

This record from OMol25 describes an isolated molecule of CH3NOSi in a non-equilibrium geometry. The level of theory is wB97M-V/def2-TZVPD.

Calculated values
Spin multiplicity ... 1
Lowest unoccupied orbital energy ... 0.276 eV
Energy above the lowest of the compared OMol25 structures with the same formula, charge and spin ... 35.2 kcal per mole
Structure (SMILES) ... N#CO[SiH3]

Atoms and positions in Å:
N (2.787, -0.003, -0.126)
C (1.692, 0.282, 0.060)
O (0.481, 0.442, 0.377)
Si (-1.000, -0.049, -0.033)
H (-0.752, -1.436, -0.550)
H (-1.464, -0.033, 1.456)
H (-1.743, 0.797, -1.183)